Here is a structure of composition C48H123LiN4O16 in a non-equilibrium geometry from the OMol25 dataset. Energies are from wB97M-V/def2-TZVPD.

```
192
Properties=species:S:1:pos:R:3:forces:R:3:mulliken_charge:R:1
Li 2.372478 -3.602456 2.108788 -0.380 0.592 0.344 1.086
C 1.421928 0.108404 1.453338 -0.481 -1.030 0.014 -0.540
C 0.431358 -1.081406 1.798568 2.408 0.439 -0.380 0.387
C -0.121632 -1.695676 0.473378 -0.045 0.369 1.930 0.551
O 1.181118 -2.008066 2.549688 -0.255 -0.402 -0.417 -0.244
H 1.888888 0.517564 2.349238 -0.235 0.029 0.209 0.361
H 0.983288 0.913044 0.863208 -0.111 0.110 -0.107 -0.041
H 2.230188 -0.362366 0.893708 0.108 0.146 -0.263 -0.389
H -0.372712 -0.638226 2.386078 -0.540 -0.111 0.153 0.011
H 0.699888 -2.205826 -0.029552 -0.077 0.107 -0.286 -0.254
H -0.622142 -0.929236 -0.118372 0.108 -0.081 -0.308 -0.378
H -0.863762 -2.413916 0.821928 -0.041 -0.284 -0.436 -0.189
C -10.784532 -1.384566 3.099558 0.405 0.622 0.091 -0.722
O -9.606962 -1.136036 3.893228 -0.872 -1.330 0.328 -0.376
C -8.556882 -0.481676 3.234568 0.051 1.379 -0.647 -0.718
C -7.995532 -1.242196 2.009998 -0.417 1.040 1.356 -0.433
N -7.668172 -2.593706 2.345818 -0.083 -1.448 0.298 -0.253
C -6.579652 -2.856186 3.304068 1.199 -0.026 -1.141 -0.786
C -5.242672 -2.452266 2.637158 0.955 0.541 0.937 -0.413
O -4.134852 -3.130516 3.261908 -1.543 -0.485 0.777 -0.456
C -2.858222 -2.590836 3.073938 -0.367 0.038 -0.530 -0.333
H -10.680042 -2.181416 2.363208 0.328 -0.135 -0.027 0.270
H -11.079892 -0.480566 2.566958 0.125 0.235 -0.194 0.322
H -11.647042 -1.638926 3.715578 0.448 -0.065 0.480 0.264
H -7.775672 -0.170616 3.928158 -0.049 -0.740 0.501 0.359
H -8.974072 0.487214 2.960158 0.082 0.355 -0.747 0.464
H -7.118302 -0.736436 1.606548 -0.149 0.220 -0.101 0.141
H -8.829232 -1.178676 1.310708 0.382 -0.510 -0.583 0.376
H -8.515892 -3.008676 2.705368 0.004 -0.288 0.057 0.303
H -6.470382 -3.916476 3.531998 -0.481 -0.201 -0.388 0.423
H -6.636032 -2.396406 4.290748 -0.260 0.502 0.009 0.282
H -5.111402 -1.380176 2.783758 0.160 0.370 0.102 0.348
H -5.203072 -2.575986 1.554928 -0.335 -0.536 -0.166 0.232
H -2.116772 -3.191506 3.600768 -0.226 -0.288 -0.187 0.057
H -2.762272 -1.587146 3.488088 -0.111 0.346 -0.225 0.297
H -2.698872 -2.625736 1.996218 0.715 0.412 -0.091 0.328
C 6.100768 0.064374 2.009418 -0.159 0.082 -0.627 -0.792
O 6.187888 -1.363206 1.960868 -0.038 0.748 0.522 -0.401
C 5.348798 -1.983396 2.953838 1.034 -0.087 -0.878 -0.395
C 5.351828 -3.487656 2.707378 -1.030 0.443 0.200 -0.946
N 4.464228 -3.896156 1.569088 0.444 -0.181 1.275 0.787
C 4.487428 -5.342956 1.418128 -0.555 -0.884 1.037 -0.649
C 3.360358 -5.862406 0.538828 0.316 0.761 0.197 -1.002
O 2.162208 -5.189476 0.920348 0.355 0.080 0.355 0.517
C 1.034178 -5.515696 0.141398 -0.063 -0.201 -0.138 -1.154
H 7.011988 0.557954 1.671548 0.286 -0.533 -0.180 0.373
H 5.906088 0.521234 2.979728 -0.171 -0.541 0.391 0.389
H 5.313148 0.386094 1.328058 -0.272 0.129 0.004 0.135
H 4.352418 -1.542086 2.929728 -0.313 -0.206 -0.131 0.043
H 5.774898 -1.766676 3.933418 0.036 -0.094 0.222 0.549
H 4.967918 -3.875746 3.650828 -0.516 -0.429 -0.159 0.387
H 6.354188 -3.913466 2.662098 0.330 0.279 -0.451 0.476
H 4.829088 -3.525996 0.703088 0.241 0.412 -0.075 -0.431
H 4.339928 -5.807616 2.393028 0.037 0.293 0.266 0.175
H 5.436128 -5.758986 1.079028 0.250 0.125 -0.379 0.443
H 3.210048 -6.932886 0.678728 0.184 -0.157 -0.190 0.438
H 3.687828 -5.627546 -0.473942 -0.678 -0.092 -0.534 0.474
H 0.145378 -5.077676 0.595578 0.201 0.400 -0.154 0.236
H 0.841198 -6.588466 0.137578 0.228 -0.249 -0.142 0.403
H 1.220438 -5.162116 -0.872702 -0.442 -0.020 -0.168 0.168
C 2.765288 3.781674 2.161878 -1.262 -0.318 0.356 -0.649
O 2.968298 4.424534 0.935448 1.288 -0.124 -0.685 -0.237
C 2.089608 5.461504 0.603158 -0.390 0.490 -0.456 -0.522
C 2.421378 6.262384 -0.706822 0.795 -1.061 0.701 -0.992
N 1.853178 5.696584 -1.918092 -1.311 -0.152 0.245 0.964
C 1.979808 6.484304 -3.112722 -0.024 0.139 -0.134 -0.965
C 1.390968 5.799554 -4.350462 -1.207 0.765 0.198 -0.508
O 2.291588 4.970074 -5.006312 1.070 -0.746 -1.868 -0.538
C 1.859458 4.563234 -6.342212 -0.289 -0.178 0.733 -0.877
H 2.588618 4.453634 3.001738 0.332 0.490 0.028 0.473
H 3.549698 3.076024 2.435488 0.382 0.352 -0.480 0.155
H 1.856898 3.180164 2.128538 -0.305 -0.225 -0.157 0.192
H 2.029308 6.136164 1.457148 0.111 0.407 0.042 0.504
H 1.075068 5.095224 0.446128 -0.314 -0.327 0.025 0.144
H 3.492548 6.372244 -0.876062 0.546 -0.005 0.565 0.462
H 2.084198 7.269844 -0.463032 -0.524 0.094 -0.637 0.413
H 2.158088 4.766154 -2.165942 -0.009 -0.171 0.781 -0.642
H 3.025348 6.744884 -3.277162 0.414 0.071 -0.511 0.467
H 1.478368 7.443794 -2.986092 -0.256 0.050 0.083 0.458
H 0.990938 6.567874 -5.012092 0.412 0.344 -0.377 0.687
H 0.491008 5.220194 -4.144272 -0.170 -0.175 0.711 0.176
H 2.519468 3.808364 -6.769592 0.435 0.270 0.433 0.312
H 1.774068 5.395644 -7.040712 0.205 0.301 0.248 0.336
H 0.887728 4.070644 -6.307412 -0.257 0.085 0.315 0.301
C -1.483002 2.717294 0.032608 -0.173 0.265 -0.500 0.053
O -2.660302 3.520104 -0.053442 -0.407 0.095 -0.532 -0.588
C -3.196152 3.607894 -1.403942 1.072 0.176 -0.105 -0.342
C -2.469812 4.690574 -2.261022 -0.089 -1.719 -0.713 -0.119
N -2.437312 5.925664 -1.596812 0.322 2.219 0.268 -0.415
C -1.404882 6.906244 -2.098952 -0.764 -0.470 0.800 0.678
C -1.630752 8.270564 -1.503852 0.075 -0.439 1.227 -0.902
O -2.410492 9.065944 -2.310752 -0.650 1.402 -1.087 -0.330
C -2.748022 10.336864 -1.753842 -0.298 -0.435 -0.470 -0.765
H -0.774832 3.002774 -0.745282 0.237 0.067 -0.107 -0.061
H -1.696742 1.656704 -0.099902 -0.225 -0.196 -0.011 0.011
H -0.995252 2.841994 0.999378 -0.299 0.218 0.059 0.394
H -4.265712 3.817314 -1.420612 0.057 0.277 0.778 0.467
H -3.114702 2.622804 -1.863362 0.266 -0.114 -0.265 -0.151
H -2.992832 4.767034 -3.214282 -0.312 0.001 -0.113 0.395
H -1.462462 4.392024 -2.551242 0.400 -0.622 0.081 -0.215
H -2.167192 5.700004 -0.650122 -0.061 0.256 0.381 0.331
H -1.417432 7.075964 -3.175582 -0.102 -0.652 -0.166 0.328
H -0.425892 6.581444 -1.746552 0.248 -0.236 -0.464 -0.509
H -0.663532 8.721684 -1.282262 0.277 0.380 -0.065 0.359
H -2.144052 8.122384 -0.553772 -0.013 0.036 0.478 0.393
H -3.343582 10.188704 -0.853042 0.198 0.140 0.315 0.316
H -3.369312 10.893514 -2.455442 -0.127 -0.421 -0.239 0.267
H -1.895722 10.999144 -1.601982 0.394 -0.299 0.406 0.300
C 0.250458 -5.627916 3.783938 2.135 0.399 1.109 -0.648
C 1.706628 -5.502296 4.530698 -1.513 -0.722 0.198 0.423
C 2.677498 -6.655716 4.344648 0.012 -0.435 -0.742 -1.368
O 2.400428 -4.344486 4.144908 0.426 0.463 -1.192 -0.311
H -0.466922 -6.207756 4.364668 0.228 -0.255 -0.076 0.492
H 0.402808 -6.030266 2.782428 -0.136 -0.067 0.089 -0.014
H -0.149782 -4.616336 3.715978 0.060 0.076 -0.145 0.029
H 1.571098 -5.400946 5.607488 -0.546 -0.126 0.160 0.549
H 2.753298 -6.944746 3.296408 -0.163 0.025 -0.213 0.089
H 2.433058 -7.574256 4.878178 -0.271 0.198 0.197 0.456
H 3.688228 -6.357266 4.622938 -0.097 0.132 0.301 0.343
H 1.951798 -3.573736 4.500248 -0.238 0.579 0.220 0.130
C -4.097692 -0.371796 -1.123582 0.456 0.426 -0.916 -0.169
C -4.842712 -0.206086 -2.479042 -0.208 -2.613 0.926 0.403
C -4.834402 -1.432536 -3.415842 1.937 0.155 -1.063 -1.295
O -6.191702 -0.146786 -2.112162 -1.858 1.973 0.184 -0.639
H -4.555562 -1.228746 -0.629522 0.221 0.010 0.223 0.179
H -4.216912 0.535044 -0.530682 -0.471 -0.029 0.081 0.243
H -3.014062 -0.482236 -1.164052 0.109 -0.432 -0.354 -0.272
H -4.546322 0.692714 -3.019782 -0.290 0.056 0.085 0.311
H -3.907722 -1.442316 -3.989662 0.303 0.021 -0.177 0.191
H -5.610902 -1.397956 -4.180002 -0.225 0.363 0.289 0.418
H -4.845042 -2.440086 -3.000092 -0.310 0.221 0.801 0.306
H -6.488892 -0.940256 -1.660852 0.381 -0.160 -0.039 0.360
C -0.447922 -1.688156 5.849188 -0.180 -0.565 0.368 -0.927
C 0.699038 -0.738546 5.657598 0.483 1.846 0.758 1.181
C 1.052628 0.087794 6.953628 -0.775 -0.733 -0.548 -1.620
O 1.869358 -1.387606 5.215558 0.467 -0.461 0.979 -0.705
H -0.757982 -2.192196 4.933808 0.291 0.115 -0.114 -0.197
H -1.343892 -1.248116 6.287008 0.068 0.318 0.006 0.422
H -0.100622 -2.444466 6.553098 -0.075 -0.254 0.070 0.342
H 0.471248 0.029744 4.918728 -0.370 0.023 -0.281 0.081
H 0.254418 0.784764 7.208948 -0.146 0.174 -0.353 0.403
H 1.969528 0.657874 6.804008 0.021 -0.224 0.074 0.381
H 1.090458 -0.546146 7.839518 0.523 -0.250 -0.062 0.350
H 1.818018 -1.442966 4.258528 -0.375 -0.232 -1.282 -0.272
C 3.525678 2.262234 -1.104132 0.869 0.959 -0.551 -0.662
C 3.746168 3.050714 -2.417922 1.324 -0.895 0.828 0.767
C 4.939398 2.480624 -3.205782 0.155 0.024 0.037 -1.846
O 2.597528 2.986614 -3.197732 -1.021 -0.377 -0.206 -0.293
H 4.288268 2.566414 -0.387172 0.138 0.062 -0.015 0.624
H 3.709778 1.204764 -1.293762 -0.679 -0.172 0.070 0.076
H 2.588738 2.558974 -0.632762 -0.144 -0.572 -0.218 -0.169
H 3.925708 4.108094 -2.223472 0.390 0.115 0.471 0.274
H 4.654948 1.541774 -3.680912 -0.110 -0.153 0.171 0.271
H 5.812538 2.303144 -2.577902 -0.053 -0.049 0.209 0.408
H 5.295528 3.119324 -4.014062 -0.254 0.304 -0.025 0.465
H 2.725168 3.675914 -3.853612 -0.410 0.243 -0.943 0.157
C -1.197192 0.010304 -4.611682 -0.185 -0.237 1.078 -1.377
C -0.555942 0.894754 -3.497982 -0.105 -1.136 -0.825 2.046
C 0.666858 0.240824 -2.824922 -0.816 -0.328 -0.314 -0.257
O -0.265592 2.058364 -4.183642 0.810 1.759 -0.867 -0.717
H -1.631172 -0.892636 -4.182212 0.078 -0.219 0.011 -0.190
H -0.485742 -0.270156 -5.388392 0.234 0.083 0.179 0.408
H -2.020012 0.527624 -5.105092 0.069 0.271 0.125 0.499
H -1.305022 1.175314 -2.757532 -0.223 -0.485 0.415 -0.676
H 1.357348 -0.160476 -3.566732 0.072 0.163 -0.194 0.545
H 0.287328 -0.615526 -2.267502 0.137 -0.029 0.241 -0.536
H 1.220888 0.892014 -2.148822 -0.205 0.133 -0.021 -0.119
H 0.542328 2.457904 -3.853122 0.279 0.063 0.275 0.221
C -0.928562 -4.437736 -4.762312 -0.170 0.007 -0.377 -1.251
C -0.483452 -4.591956 -3.310182 -0.498 0.593 -1.184 0.421
C -1.192572 -3.559696 -2.424412 0.683 -0.942 0.008 0.009
O -0.837972 -5.873316 -2.869632 -0.392 -0.743 0.992 -0.583
H -1.985982 -4.190316 -4.855842 -0.045 0.272 0.206 0.257
H -0.858472 -5.387216 -5.293042 0.429 -0.079 -0.068 0.418
H -0.330892 -3.692116 -5.286662 -0.090 0.070 -0.068 0.277
H 0.604008 -4.520086 -3.329112 0.266 0.392 0.476 0.159
H -2.259262 -3.623276 -2.639412 -0.010 0.201 0.050 0.242
H -0.802552 -2.556626 -2.597172 -0.140 -0.040 -0.005 -0.340
H -1.029562 -3.852226 -1.387132 -0.039 0.284 0.093 0.018
H -0.371292 -6.531696 -3.389572 -0.001 0.007 -0.095 0.387
C 5.294238 -2.005986 -2.957952 -0.768 -0.315 -0.222 -1.495
C 5.043658 -2.048196 -1.446132 -1.675 0.367 -1.243 0.718
C 3.495468 -2.194796 -1.127982 1.377 -0.136 -0.306 -0.103
O 5.690858 -3.165736 -0.926622 0.418 -1.088 0.687 -0.543
H 4.741238 -2.815766 -3.433932 -0.086 -0.259 0.086 0.357
H 6.332448 -2.184866 -3.237632 0.131 0.399 0.209 0.415
H 4.890008 -1.108086 -3.425362 0.307 0.264 0.105 0.187
H 5.435448 -1.128216 -1.012262 -0.119 0.088 0.343 -0.038
H 3.083268 -3.167056 -1.397982 0.484 -0.370 -0.358 0.381
H 2.928418 -1.495326 -1.742222 -0.040 0.399 0.514 0.024
H 3.325638 -2.157656 -0.051932 -0.167 0.704 -0.099 -0.394
H 6.629598 -2.995176 -0.820472 0.096 0.115 0.015 0.339
```
Forces are in eV/Å.

DFT total energy in eV: -90690.705
Multiplicity: 1
Gap between HOMO and LUMO in eV: 7.9
E_HOMO in eV: -7.597